C4H10O2 in the gas phase, computed with ωB97M-V with the def2-TZVPD basis set.

Calculated values
Kohn-Sham gap   11.145 eV
2S+1   1
SMILES   COC[C@@H](C)O
LUMO level   1.0 eV
E_tot   -308.8606 Ha
Highest occupied orbital energy   -10.144 eV
Energy relative to the best compared isomer or geometry (same formula, charge and spin)   23.60 kcal per mole

Last columns: bonded neighbours and bond lengths (Å).
Geometry (Å):
1 C -1.9417 1.5606 0.6611  O2 1.404, H7 1.101, H8 1.101, H9 1.093
2 O -0.5936 1.2062 0.4900  C1 1.404, C3 1.412
3 C -0.3968 -0.1523 0.1614  O2 1.412, C4 1.522, H10 1.104, H11 1.102
4 C 1.0918 -0.3103 -0.1127  C3 1.522, C5 1.524, O6 1.416, H12 1.102
5 C 1.4863 -1.7397 -0.4648  C4 1.524, H13 1.092, H14 1.096, H15 1.092
6 O 1.4413 0.5211 -1.2044  C4 1.416, H16 0.968
7 H -2.5248 1.3883 -0.2564  C1 1.101
8 H -2.4083 0.9952 1.4825  C1 1.101
9 H -1.9661 2.6260 0.9047  C1 1.093
10 H -0.9622 -0.4146 -0.7499  C3 1.104
11 H -0.7381 -0.8078 0.9794  C3 1.102
12 H 1.6320 0.0138 0.7919  C4 1.102
13 H 2.3042 -1.7004 -1.1880  C5 1.092
14 H 0.6591 -2.2986 -0.9161  C5 1.096
15 H 1.8308 -2.2847 0.4164  C5 1.092
16 H 1.0861 1.3971 -0.9951  O6 0.968


C4H10O2 in the gas phase, computed with ωB97M-V with the def2-TZVPD basis set.

Calculated values
Kohn-Sham gap   10.833 eV
2S+1   1
SMILES   CO[C@@H](C)CO
LUMO level   1.0 eV
E_tot   -308.8533 Ha
Highest occupied orbital energy   -9.784 eV
Energy relative to the best compared isomer or geometry (same formula, charge and spin)   28.15 kcal per mole

Last columns: bonded neighbours and bond lengths (Å).
Geometry (Å):
1 C 1.6269 1.2166 0.0915  O2 1.416, H7 1.099, H8 1.098, H9 1.092
2 O 0.7851 0.2618 0.7125  C1 1.416, C3 1.416
3 C -0.0121 -0.4567 -0.2118  O2 1.416, C4 1.519, C5 1.558, H10 1.103
4 C -0.2498 -1.8585 0.3223  C3 1.519, H11 1.095, H12 1.098, H13 1.095
5 C -1.3677 0.2853 -0.4106  C3 1.558, O6 1.409, H14 1.084, H15 1.103
6 O -1.3195 1.6477 -0.0531  C5 1.409, H16 0.968
7 H 2.3996 0.7213 -0.5133  C1 1.099
8 H 1.0639 1.9139 -0.5423  C1 1.098
9 H 2.1088 1.7739 0.8975  C1 1.092
10 H 0.5399 -0.5254 -1.1647  C3 1.103
11 H 0.6820 -2.4263 0.4112  C4 1.095
12 H -0.9299 -2.4100 -0.3402  C4 1.098
13 H -0.7147 -1.7760 1.3101  C4 1.095
14 H -1.5755 0.2005 -1.4716  C5 1.084
15 H -2.1644 -0.2245 0.1568  C5 1.103
16 H -0.8728 1.6564 0.8056  O6 0.968